1.
ORCA calculation (ωB97M-V/def2-TZVPD) on a structure of composition C8H27N10O6Pd.

```
52
Properties=species:S:1:pos:R:3
Pd -0.812 -0.285 0.364
C 0.669 3.274 -1.622
C 0.395 2.912 -0.127
C -0.003 4.132 0.634
O -0.575 1.949 0.099
H -0.249 3.651 -2.073
H 0.928 2.389 -2.203
H 1.473 4.010 -1.613
H 1.334 2.488 0.230
H 0.581 5.013 0.367
H 0.195 4.017 1.700
H -1.060 4.350 0.482
C -1.335 -0.450 -2.817
O -1.553 -0.704 -1.680
N -1.075 0.772 -3.198
N -1.170 -1.332 -3.772
H -1.234 1.586 -2.622
H -0.875 0.902 -4.179
H -1.643 -2.194 -3.538
H -0.735 -1.030 -4.632
C 2.163 -0.791 -1.229
O 1.183 -0.739 -0.532
N 3.316 -1.209 -0.746
N 2.268 -0.434 -2.475
H 3.346 -1.083 0.256
H 4.122 -1.173 -1.353
H 3.220 -0.296 -2.783
H 1.460 -0.294 -3.064
C -3.272 0.827 2.127
O -2.669 -0.086 1.581
N -4.331 0.514 2.803
N -3.023 2.141 2.052
H -4.508 -0.476 2.898
H -4.771 1.267 3.313
H -2.353 2.387 1.338
H -3.272 2.837 2.740
C 1.430 -0.829 2.584
O 0.291 -0.742 2.228
N 1.825 -1.731 3.417
N 2.387 0.010 2.122
H 1.166 -2.480 3.570
H 2.702 -1.788 3.915
H 3.359 -0.005 2.395
H 2.094 0.778 1.536
C -0.392 -3.528 0.282
O -0.917 -2.430 0.510
N 0.231 -4.217 1.133
N -0.564 -4.215 -0.823
H 0.796 -5.026 0.918
H 0.450 -3.720 1.984
H 0.037 -5.027 -0.840
H -1.029 -3.890 -1.658
```

As for the charge: +2. For the HOMO energy (alpha / beta), the calculation gives -0.563 / -0.562 hartree. For the gap between HOMO and LUMO (alpha / beta), the calculation gives 0.3919 / 0.2528 Eh. The spin multiplicity is 4.

2.
ORCA calculation (ωB97M-V/def2-TZVPD) on a structure of composition C16H19N5O7STi.

```
49
Properties=species:S:1:pos:R:3
Ti 0.893 -1.058 -0.943
O 0.048 -1.807 0.678
C -0.050 -3.195 0.397
C 1.231 -3.689 -0.272
N 1.593 -2.871 -1.419
C 0.904 -3.190 -2.671
C -0.509 -2.551 -2.684
O -1.352 -3.164 -3.418
O -0.663 -1.513 -1.982
C 3.024 -2.597 -1.552
C 3.456 -1.600 -0.442
O 4.661 -1.732 -0.051
O 2.572 -0.790 -0.040
H 0.708 -1.715 1.414
H -0.936 -3.378 -0.215
H -0.208 -3.726 1.343
H 1.143 -4.748 -0.542
H 2.020 -3.640 0.490
H 0.854 -4.272 -2.837
H 1.422 -2.753 -3.533
H 3.248 -2.092 -2.499
H 3.613 -3.521 -1.514
N -3.639 3.649 4.282
C -2.558 3.202 3.502
C -2.255 1.837 3.438
C -1.120 1.391 2.757
C -0.265 2.323 2.169
C -0.512 3.690 2.282
C -1.648 4.124 2.970
S 1.219 1.723 1.312
O 1.871 2.949 0.847
O 1.921 1.083 2.428
N 0.771 0.697 0.182
C 0.005 1.071 -0.962
N -0.120 0.274 -2.169
C -0.898 0.750 -3.150
C -1.584 1.932 -3.058
C -1.437 2.624 -1.878
N -0.678 2.220 -0.840
H -4.390 2.968 4.322
H -3.961 4.569 4.002
H -2.899 1.106 3.915
H -0.890 0.332 2.695
H 0.180 4.405 1.848
H -1.814 5.191 3.080
H -0.951 0.130 -4.038
H -2.204 2.301 -3.860
H -1.945 3.569 -1.716
H 2.129 -0.508 -2.069
```

As for the charge: -1. For the HOMO energy (alpha / beta), the calculation gives -0.132 / -0.163 hartree. For the gap between HOMO and LUMO (alpha / beta), the calculation gives 0.2238 / 0.2541 Eh. The spin multiplicity is 2.

3.
ORCA calculation (ωB97M-V/def2-TZVPD) on a cluster of 2 separate species, C5H9ClN2 in total.

```
17
Properties=species:S:1:pos:R:3
C 2.189 0.500 0.453
C 2.144 -0.763 0.049
C -1.496 -0.786 1.055
C -0.682 -0.923 -1.204
C -1.264 1.205 -0.262
N 2.424 1.655 0.771
N -1.209 -0.304 -0.156
Cl -0.485 -2.620 -1.284
H 2.540 -1.211 -0.746
H 1.722 -1.465 0.808
H -2.092 -0.087 1.698
H -1.355 -1.783 1.134
H -0.563 -0.309 -2.098
H -0.182 1.459 -0.572
H -2.003 1.551 -1.069
H -1.442 1.542 0.748
H 1.754 2.339 0.674
```

For the HOMO energy, the calculation gives -0.252 hartree. For the gap between HOMO and LUMO, the calculation gives 0.2787 Eh. The calculation puts the energy above the lowest of the compared OMol25 structures with the same formula, charge and spin at 112.6 kcal/mol.

4.
ORCA calculation (ωB97M-V/def2-TZVPD) on a cluster of 2 separate species, C4H8N2 in total.

```
14
Properties=species:S:1:pos:R:3
C -1.936 -0.003 -0.284
N -0.634 0.443 0.191
C 0.429 0.442 -0.534
C 1.791 0.654 0.011
C 0.530 -2.051 0.354
N 0.311 -1.828 1.489
H -2.022 0.179 -1.357
H -2.722 0.533 0.251
H -1.981 -1.079 -0.074
H -0.461 0.229 1.178
H 0.288 0.395 -1.613
H 2.444 -0.116 -0.404
H 2.155 1.640 -0.306
H 1.807 0.561 1.098
```

For the HOMO energy, the calculation gives -0.323 hartree. For the gap between HOMO and LUMO, the calculation gives 0.3125 Eh. The calculation puts the energy above the lowest of the compared OMol25 structures with the same formula, charge and spin at 57.0 kcal/mol.

5.
ORCA calculation (ωB97M-V/def2-TZVPD) on a cluster of 2 separate species, C4H13N3O2 in total.

```
22
Properties=species:S:1:pos:R:3
H -1.897 1.197 -1.901
N -1.894 1.025 -0.902
C -1.077 1.718 -0.220
N -0.242 2.723 -0.661
N -0.965 1.423 1.123
O -1.969 0.562 1.597
H 0.567 2.921 -0.106
H -0.084 2.746 -1.651
H -0.862 2.205 1.766
H -2.436 0.297 0.775
C 1.639 -0.353 -0.285
C 0.515 -1.389 -0.379
C 0.289 -2.061 0.976
O 0.774 -2.342 -1.390
H 2.579 -0.841 -0.027
H 1.404 0.374 0.488
H 1.770 0.157 -1.237
H -0.413 -0.901 -0.694
H 0.051 -1.317 1.730
H -0.540 -2.760 0.904
H 1.180 -2.609 1.282
H 1.610 -2.773 -1.190
```

For the HOMO energy, the calculation gives -0.336 hartree. For the gap between HOMO and LUMO, the calculation gives 0.3611 Eh. The calculation puts the energy above the lowest of the compared OMol25 structures with the same formula, charge and spin at 46.1 kcal/mol.

6.
ORCA calculation (ωB97M-V/def2-TZVPD) on a cluster of 2 separate species, C4H14N2O2 in total.

```
22
Properties=species:S:1:pos:R:3
C -0.640 -0.165 -1.355
C -0.923 0.343 0.060
C -2.420 0.495 0.314
O -0.285 1.526 0.314
C -0.385 -0.877 1.200
O -0.421 -2.192 0.675
H -1.071 -1.149 -1.520
H -1.070 0.537 -2.073
H 0.436 -0.226 -1.529
H -2.839 1.198 -0.403
H -2.935 -0.459 0.215
H -2.585 0.894 1.312
H 0.801 1.336 0.222
H 0.565 -0.779 1.729
H -1.092 -0.790 2.038
H -1.316 -2.366 0.377
N 2.779 0.366 -1.015
N 2.183 0.624 0.257
H 3.069 1.250 -1.422
H 3.597 -0.244 -0.933
H 1.707 -0.263 0.567
H 2.847 0.941 0.970
```

For the HOMO energy, the calculation gives -0.315 hartree. For the gap between HOMO and LUMO, the calculation gives 0.3408 Eh. The calculation puts the energy above the lowest of the compared OMol25 structures with the same formula, charge and spin at 57.8 kcal/mol.

Q: Which max |F| values were calculated for the entries above? A: 6.9 8.0 5.8 1.3 0.6 2.9, in eV/Å.
Q: Which energy values were calculated for the entries above? A: -39387.2982 -72632.7692 -20828.9722 -7255.4034 -12922.7821 -11448.1839, in eV.